17
Properties=species:S:1:pos:R:3 method="wB97M-V/def2-TZVPD" smiles="CC(C)P=[PH2]P" homo_ha=-0.28311 total_charge=0
C 1.970 -1.122 -0.547
C 0.912 -0.058 -0.080
C 1.478 0.734 1.070
P -0.750 -1.071 0.278
P -1.999 0.470 -0.399
P -3.919 -0.295 0.093
H 1.518 -1.983 -1.046
H 2.773 -0.680 -1.167
H 2.584 -1.493 0.431
H 0.760 0.600 -0.957
H 1.763 -0.007 1.996
H 0.644 1.516 1.380
H 2.459 1.338 0.809
H -2.387 1.204 -1.610
H -2.413 1.751 0.378
H -4.559 -0.168 -1.154
H -3.722 -1.589 -0.380